1.
Here is a 2-piece molecular cluster, C3H5ClO2S overall from OMol25. Energies are from ωB97M-V with the def2-TZVPD basis set.

Relative energy (zero: lowest compared OMol25 entry of this formula, charge and spin) = 1.761 eV
Frontier orbital gap (spin up / spin down) = 5.29 / 7.63 eV
Multiplicity = 3
⟨S²⟩ = 2.008
LUMO energy (spin up / spin down) = 0.683 / -2.710 eV
E_HOMO (spin up / spin down) = -0.16936 / -0.38007 Eh

CARTESIAN COORDINATES (ANGSTROEM)
C: -2.28 1.28 -0.40
C: -3.02 0.36 -0.16
C: 2.22 -0.77 0.60
O: 0.20 -0.65 -0.91
O: 0.98 1.52 0.17
S: 0.63 0.15 0.51
Cl: -4.03 -0.88 0.15
H: -1.61 2.07 -0.56
H: -0.61 -0.27 -1.26
H: 2.00 -1.83 0.68
H: 2.79 -0.56 -0.29
H: 2.75 -0.43 1.48

***

2.
Here is a 4-piece molecular cluster, C20H22F24N3O4S overall from OMol25. Energies are from ωB97M-V with the def2-TZVPD basis set.

Charge = +1
Frontier orbital gap = 9.52 eV
Multiplicity = 1
LUMO energy = -3.269 eV
E_HOMO = -0.46989 Eh

CARTESIAN COORDINATES (ANGSTROEM)
C: 2.18 -1.13 3.46
N: 1.70 0.14 2.80
C: 0.72 0.96 3.63
C: -0.31 1.59 2.71
S: -1.75 2.24 3.60
C: -2.70 0.78 3.79
N: -3.22 0.26 4.82
N: -3.87 -0.89 4.39
C: -3.68 -0.98 3.15
O: -2.94 0.08 2.67
H: 1.36 -1.62 3.97
H: 2.57 -1.78 2.69
H: 2.97 -0.87 4.15
H: 2.49 0.75 2.60
H: 1.28 -0.12 1.90
H: 0.27 0.32 4.38
H: 1.29 1.74 4.10
H: 0.09 2.40 2.11
H: -0.69 0.83 2.02
H: -4.00 -1.73 2.46
C: -0.67 6.70 -0.72
C: -0.57 6.02 0.65
C: 0.80 5.97 1.33
F: 1.69 5.27 0.61
F: 0.67 5.34 2.53
F: -1.07 4.76 0.58
F: -1.37 6.72 1.50
O: -0.69 5.88 -1.88
C: 0.46 5.47 -2.51
C: 0.57 3.94 -2.52
F: 0.61 3.44 -1.26
F: 1.71 3.57 -3.14
F: 1.56 6.05 -2.00
F: 0.37 5.85 -3.80
H: -1.66 7.17 -0.72
H: 0.04 7.52 -0.82
H: 1.19 6.98 1.50
H: -0.28 3.50 -3.05
C: -0.53 -3.03 1.74
C: -1.29 -4.36 1.70
C: -0.89 -5.44 2.71
F: 0.38 -5.85 2.51
F: -1.70 -6.50 2.56
F: -1.29 -4.86 0.45
F: -2.58 -4.01 2.00
O: 0.50 -2.78 0.80
C: 1.81 -3.14 1.05
C: 2.35 -4.15 0.04
F: 1.62 -5.28 0.09
F: 3.62 -4.46 0.37
F: 1.97 -3.55 2.33
F: 2.54 -2.00 0.93
H: -1.29 -2.29 1.48
H: -0.21 -2.79 2.75
H: -0.99 -5.07 3.74
H: 2.32 -3.75 -0.97
C: -0.43 -2.27 -3.08
C: 0.99 -1.68 -3.16
C: 1.12 -0.17 -3.35
F: 0.60 0.24 -4.52
F: 2.44 0.16 -3.35
F: 1.71 -2.34 -4.09
F: 1.58 -1.94 -1.95
O: -0.96 -2.90 -4.24
C: -1.66 -2.19 -5.19
C: -0.96 -2.24 -6.56
F: 0.27 -1.70 -6.48
F: -1.69 -1.52 -7.44
F: -1.91 -0.92 -4.80
F: -2.85 -2.80 -5.34
H: -0.34 -3.09 -2.37
H: -1.14 -1.57 -2.64
H: 0.63 0.37 -2.53
H: -0.88 -3.27 -6.90

***

3.
Here is a 2-piece molecular cluster, C4H12 overall from OMol25. Energies are from ωB97M-V with the def2-TZVPD basis set.

Relative energy (zero: lowest compared OMol25 entry of this formula, charge and spin) = 0.651 eV
Frontier orbital gap = 12.43 eV
SMILES = CC.CC
Multiplicity = 1
LUMO energy = 1.212 eV
E_HOMO = -0.41211 Eh

CARTESIAN COORDINATES (ANGSTROEM)
C: 1.74 0.49 0.85
C: 1.76 -0.56 -0.24
H: 0.88 0.66 1.49
H: 2.44 0.15 1.69
H: 2.09 1.51 0.63
H: 1.53 -0.23 -1.26
H: 1.00 -1.30 -0.10
H: 2.70 -1.08 -0.33
C: -1.71 -0.18 0.36
C: -1.83 0.35 -1.04
H: -1.40 0.42 1.19
H: -2.70 -0.50 0.73
H: -1.10 -1.10 0.37
H: -2.36 -0.37 -1.73
H: -0.74 0.43 -1.43
H: -2.31 1.32 -1.18

***

4.
Here is C22H50InO7 as an isolated structure from OMol25. Energies are from ωB97M-V with the def2-TZVPD basis set.

Charge = -1
Frontier orbital gap = 3.97 eV
Multiplicity = 1
LUMO energy = 0.549 eV
E_HOMO = -0.12555 Eh

CARTESIAN COORDINATES (ANGSTROEM)
C: 4.17 1.01 0.42
C: 3.31 -0.14 -0.38
C: 3.97 -1.28 -1.39
C: 1.80 -0.19 -0.25
C: 0.97 0.68 -1.38
C: -0.22 1.61 -0.70
C: -1.52 1.55 -1.76
C: -2.40 2.90 -1.45
C: -2.26 0.13 -1.47
C: -3.88 0.09 -1.61
In: -4.69 -0.67 0.39
O: -3.21 -1.75 1.50
H: 4.76 0.52 1.31
H: 3.42 1.85 0.81
H: 4.89 1.53 -0.37
H: 3.32 -1.23 -2.39
H: 3.88 -2.34 -0.88
H: 5.08 -0.96 -1.60
H: 1.25 -0.83 0.57
H: 1.70 1.43 -1.94
H: 0.52 -0.08 -2.16
H: -0.52 1.21 0.37
H: 0.12 2.73 -0.54
H: -1.02 1.58 -2.84
H: -2.65 3.08 -0.32
H: -1.72 3.82 -1.79
H: -3.36 2.97 -2.15
H: -1.83 -0.65 -2.27
H: -1.91 -0.29 -0.42
H: -4.16 -0.77 -2.40
H: -4.40 1.06 -2.00
H: -6.03 -1.89 0.11
H: -5.39 0.64 1.39
H: -2.34 -1.25 1.50
C: 5.24 5.36 -0.49
O: 5.04 5.27 0.91
C: 6.04 4.48 1.56
C: 6.43 5.10 2.91
O: 7.21 6.30 2.80
C: 6.54 7.46 2.31
C: 5.46 8.03 3.24
O: 4.30 7.19 3.22
C: 3.67 7.10 4.49
H: 4.97 4.42 -0.97
H: 4.60 6.16 -0.87
H: 6.28 5.62 -0.73
H: 6.93 4.37 0.94
H: 5.60 3.49 1.74
H: 7.06 4.38 3.43
H: 5.56 5.26 3.55
H: 6.15 7.29 1.30
H: 7.32 8.22 2.20
H: 5.16 9.02 2.90
H: 5.87 8.11 4.26
H: 4.39 6.85 5.27
H: 2.94 6.28 4.44
H: 3.15 8.03 4.73
C: -3.36 -4.64 -0.40
O: -3.69 -5.79 -1.17
C: -3.09 -6.99 -0.67
C: -4.06 -8.17 -0.76
O: -5.14 -8.12 0.19
C: -6.13 -7.11 -0.02
C: -6.99 -7.31 -1.27
O: -6.25 -6.99 -2.45
C: -6.55 -7.84 -3.54
H: -2.33 -4.34 -0.60
H: -4.04 -3.83 -0.69
H: -3.50 -4.83 0.67
H: -2.76 -6.87 0.37
H: -2.21 -7.19 -1.29
H: -3.50 -9.08 -0.52
H: -4.44 -8.31 -1.77
H: -5.69 -6.12 0.01
H: -6.79 -7.17 0.85
H: -7.85 -6.64 -1.24
H: -7.36 -8.35 -1.30
H: -6.52 -8.89 -3.25
H: -5.80 -7.68 -4.32
H: -7.54 -7.59 -3.95

***

5.
Here is a 2-piece molecular cluster, C10H16O overall from OMol25. Energies are from ωB97M-V with the def2-TZVPD basis set.

Relative energy (zero: lowest compared OMol25 entry of this formula, charge and spin) = 3.478 eV
Frontier orbital gap = 9.24 eV
SMILES = Cc1ccc(O)cc1.CCC
Multiplicity = 1
LUMO energy = 0.873 eV
E_HOMO = -0.30761 Eh

CARTESIAN COORDINATES (ANGSTROEM)
C: 0.82 -2.17 2.70
C: 0.46 -1.95 1.25
C: -0.88 -2.19 0.93
C: -1.35 -1.79 -0.40
C: -0.49 -1.35 -1.39
O: -0.88 -1.00 -2.59
C: 0.88 -1.46 -1.10
C: 1.31 -1.60 0.20
H: 1.93 -2.32 2.67
H: 0.10 -2.81 3.17
H: 0.82 -1.30 3.42
H: -1.44 -2.90 1.57
H: -2.35 -2.15 -0.62
H: -0.36 -0.69 -3.19
H: 1.66 -1.20 -1.74
H: 2.36 -1.29 0.44
C: 0.05 3.45 0.42
C: -0.28 2.00 -0.14
C: -0.46 1.96 -1.74
H: -0.55 4.24 -0.21
H: 1.17 3.58 0.46
H: -0.37 3.77 1.43
H: 0.53 1.36 0.27
H: -1.27 1.86 0.31
H: -0.46 0.91 -1.99
H: -1.32 2.64 -1.89
H: 0.37 2.40 -2.24

***

Which formula does entry 5 have?
C10H16O